# 1
57
Properties=species:S:1:pos:R:3:forces:R:3 method="wB97M-V/def2-TZVPD" de_lowest_ev=0.983 spin_multiplicity=7 fmax_ha_per_bohr=0.09572 total_charge=-2 gap_ha="0.1370 / 0.1324" homo_energy_ev="-0.196 / -0.074" total_energy_ha=-3965.13520
Eu -2.101735 0.513461 -0.240326 0.102 -0.282 0.530
Cl 2.453230 5.248162 4.073179 0.337 0.743 0.694
C 1.105407 4.325279 3.503819 -0.058 -0.147 -0.406
C -0.072012 4.981280 3.008192 0.159 -1.801 -0.092
C -1.038343 4.176380 2.446289 0.158 0.406 0.337
C -0.896031 2.735044 2.239004 -1.105 -0.415 -1.198
O -1.907807 2.065100 1.800027 2.082 0.713 0.749
C 0.450934 2.224630 2.464458 -0.283 0.657 0.991
C 0.946390 0.977533 2.045850 -2.480 -1.435 -1.088
N 0.282674 0.048133 1.326122 1.590 1.537 1.570
C 0.878450 -1.207253 1.403134 -0.593 -1.339 -0.451
C 2.194381 -1.519251 1.730575 0.030 1.384 -0.364
C 2.627292 -2.768772 2.167257 0.149 -0.891 -0.042
C 1.720755 -3.806580 2.167212 -0.326 0.025 -0.972
C 0.482578 -3.671373 1.445107 0.214 1.444 1.545
C -0.385896 -4.771783 1.362999 -1.166 0.812 -0.715
C -1.649644 -4.572624 0.865184 0.274 1.613 -0.874
C -2.033264 -3.227022 0.529614 -0.222 0.629 0.480
N -1.284115 -2.126042 0.763396 -1.102 -1.457 -1.306
C -0.011352 -2.332842 1.114036 1.546 -1.012 1.705
C 1.344793 2.993082 3.316147 -0.913 -0.582 -0.867
H -0.213068 6.048387 3.094994 0.118 0.041 0.047
H -1.965196 4.632818 2.111941 0.006 -0.228 -0.043
H 1.920944 0.770731 2.434587 0.586 -0.360 0.303
H 2.917444 -0.700291 1.696488 -0.135 -0.306 0.142
H 3.694758 -2.895264 2.446520 -0.974 0.050 0.163
H 1.813279 -4.744129 2.699335 0.670 -0.154 -0.230
H -0.102677 -5.754182 1.652889 0.540 -0.618 0.287
H -2.328175 -5.369663 0.607033 -0.126 -0.101 0.247
H -3.046455 -3.023923 0.114698 0.758 -0.272 0.324
H 2.173967 2.446798 3.817254 -0.313 0.777 -0.775
Te -3.717932 -1.296577 -3.463965 3.123 2.278 -1.781
Te -5.162060 -2.641578 -2.033254 -1.357 -2.735 2.164
Te -7.415311 0.061526 -1.423267 -1.460 -0.075 -0.762
Te -5.708510 1.270770 0.002474 1.237 0.628 0.936
Cl -1.839550 4.869544 -2.600619 -0.263 1.179 -1.155
C -0.478140 4.330372 -1.646844 -0.111 -0.298 0.972
C -0.945756 2.939958 -1.121717 -0.788 -0.364 1.146
O -0.063853 2.069252 -0.843362 -1.042 0.792 -0.603
O -2.218188 2.808334 -0.913900 2.822 0.225 -0.796
H -0.394007 5.043954 -0.793668 0.074 -0.706 -0.474
H 0.467442 4.337886 -2.216796 -0.610 -0.284 0.223
C 1.737825 -1.088059 -1.468476 -0.587 0.211 -0.915
C 1.097522 -0.928955 -2.908460 1.823 -1.507 0.769
C 1.747568 0.282802 -3.540820 0.433 -0.463 -0.671
C 1.325373 -2.315282 -3.649804 0.329 0.643 0.494
C -0.341808 -0.776777 -2.829188 -4.583 -1.543 0.916
C -1.559903 -1.125643 -2.750820 2.600 1.272 -0.657
H 2.839962 -1.247307 -1.457308 -0.601 0.408 -0.382
H 1.315633 -1.989553 -1.033117 -0.142 0.156 0.234
H 1.443900 -0.178329 -0.922891 0.329 -0.472 0.163
H 2.805207 0.151173 -3.741775 0.371 -0.328 0.170
H 1.651032 1.124016 -2.894798 -0.250 0.720 0.574
H 1.314450 0.529054 -4.487513 -0.530 0.190 -0.659
H 2.397857 -2.529104 -3.824379 -0.327 0.217 0.189
H 0.833955 -2.259191 -4.612716 -0.205 -0.266 -0.225
H 0.895783 -3.138111 -3.030030 0.194 0.691 -0.561

=====

# 2
52
Properties=species:S:1:pos:R:3:forces:R:3 method="wB97M-V/def2-TZVPD" de_lowest_ev=2.386 spin_multiplicity=2 fmax_ha_per_bohr=0.06773 total_charge=+2 gap_ha="0.1843 / 0.1643" homo_energy_ev="-13.655 / -13.656" total_energy_ha=-2028.24070
Ir -0.682389 -0.518079 -0.475734 0.022 2.378 2.544
C 3.228654 -2.332730 -0.874222 0.110 -0.028 -0.403
C 3.347870 -1.297924 -2.012191 -0.006 -0.083 0.492
C 3.212090 0.086542 -1.433046 3.253 0.353 0.370
C 4.440462 0.733010 -1.002975 -1.471 -0.788 -0.547
C 4.458670 1.935963 -0.287211 0.471 -1.302 -0.776
C 3.266603 2.486013 0.034961 -3.350 -0.477 -0.325
C 1.998916 1.860676 -0.373686 2.325 1.233 0.562
C 0.740188 2.493077 0.102531 -0.086 0.059 0.622
C 0.410527 2.004038 1.535340 0.026 0.577 -0.343
C 2.013991 0.694703 -1.141980 -0.243 1.154 0.987
N 0.783471 0.146798 -1.614764 -0.328 -0.619 -0.903
C 0.601232 -0.011504 -2.932730 1.138 0.714 0.237
C -0.542174 -0.636031 -3.282313 -0.806 -0.394 -0.632
C -1.231764 -0.935511 -4.474246 -0.042 0.106 0.021
C -2.432143 -1.511134 -4.091219 -0.313 -0.193 -0.020
C -2.447401 -1.547809 -2.693857 -0.359 -0.454 -0.145
N -1.296275 -1.050250 -2.210839 -0.416 -0.016 -0.538
H 3.391086 -3.335792 -1.270403 -0.074 -0.017 0.091
H 2.232721 -2.291723 -0.424452 -0.041 -0.024 0.066
H 3.965412 -2.153449 -0.089226 -0.057 0.064 -0.072
H 2.594295 -1.513876 -2.762991 -0.066 -0.051 -0.187
H 4.320699 -1.396728 -2.493433 -0.058 0.019 -0.027
H 5.377242 0.238365 -1.247020 -0.168 0.036 -0.003
H 5.389883 2.397574 0.010662 0.030 -0.042 -0.057
H 3.221980 3.416443 0.591860 -0.137 -0.082 -0.020
H -0.083896 2.267756 -0.569998 -0.083 0.195 -0.025
H 0.875516 3.576904 0.127781 -0.126 -0.070 -0.019
H 0.229862 0.923227 1.551648 0.064 -0.219 0.056
H -0.477091 2.519860 1.909970 0.078 -0.096 0.074
H 1.228731 2.196988 2.230924 0.022 -0.035 -0.127
H 1.308256 0.375478 -3.658983 0.148 -0.011 0.208
H -0.882960 -0.734210 -5.478005 -0.028 -0.074 0.092
H -3.229258 -1.868131 -4.726940 0.128 0.027 0.043
H -3.217145 -1.944663 -2.045626 0.023 0.145 -0.011
Cl -4.312890 0.250688 5.384363 0.016 -0.012 -0.023
C -3.614571 0.512350 3.865672 -0.082 -0.028 0.148
C -3.746652 1.754733 3.270081 0.073 -0.141 -0.069
C -3.197444 2.011533 2.021002 0.145 -0.111 -0.273
I -3.402317 3.842352 1.150790 0.017 0.116 -0.133
C -2.466984 0.980866 1.332021 -0.523 -0.448 0.839
O -1.963069 1.118911 0.187224 0.984 -1.210 -1.282
C -2.325560 -0.305510 1.995561 0.105 0.346 -0.334
N -1.606483 -1.228142 1.319194 -0.171 -0.566 -0.627
C -1.474484 -2.451628 1.831821 0.083 0.165 -0.086
C -2.046850 -2.800827 3.050619 0.046 -0.124 0.012
C -2.749803 -1.855653 3.755110 -0.106 0.024 0.198
C -2.896663 -0.563784 3.223908 -0.202 -0.050 0.429
H -4.294198 2.528197 3.793146 0.027 -0.007 -0.036
H -0.893945 -3.159852 1.255210 -0.018 0.007 -0.020
H -1.930473 -3.809063 3.424445 0.018 0.048 0.002
H -3.193476 -2.099043 4.712250 0.007 0.004 -0.031

=====

# 3
60
Properties=species:S:1:pos:R:3:forces:R:3 method="wB97M-V/def2-TZVPD" de_lowest_ev=0.000 spin_multiplicity=5 fmax_ha_per_bohr=0.06474 total_charge=+1 gap_ha="0.2037 / 0.2039" homo_energy_ev="-9.997 / -9.997" total_energy_ha=-3463.45722
Pm 0.469240 -0.570877 -0.195873 -0.812 -0.789 3.130
F -4.036548 -1.679241 3.494848 -0.374 -0.177 0.327
C -2.763454 -1.978930 3.249899 1.770 -0.032 0.618
C -2.178894 -1.532357 2.069030 0.282 -0.726 -0.190
C -0.834323 -1.841042 1.837900 1.591 0.601 -1.291
C -0.024952 -2.528513 2.764805 -0.412 0.446 0.411
C -0.660253 -2.902957 3.988693 1.064 0.633 -0.481
F 0.098306 -3.404014 5.005580 -0.356 -0.096 -0.216
C -1.970093 -2.621082 4.278859 -1.335 0.595 -1.829
C 1.466348 -2.644134 2.527803 -0.206 1.624 0.111
C 2.268161 -3.529478 3.233266 0.178 -0.925 -0.423
C 3.608887 -3.658193 2.885476 0.457 1.007 -0.458
C 4.160813 -2.756126 1.943417 0.796 -1.132 -0.274
C 3.322593 -1.828148 1.327155 1.150 -0.778 0.610
N 2.057258 -1.728530 1.656566 -2.537 -0.839 -0.187
H -2.678016 -0.980727 1.246311 -0.256 -0.343 1.104
H -2.396073 -2.887482 5.229684 -0.100 -0.004 0.131
H 1.818888 -4.233437 3.934239 0.170 0.326 -0.256
H 4.217995 -4.448503 3.336380 -0.170 0.426 -0.163
H 5.215095 -2.883052 1.580299 -1.152 0.247 0.565
H 3.702638 -1.191887 0.519059 -0.122 -0.004 0.481
N -1.432463 -1.741912 -1.535384 -0.788 1.500 0.076
H -0.944132 -2.120465 -2.306766 0.486 -0.732 -1.034
H -2.168772 -1.128073 -1.942148 0.576 -0.646 0.695
H -1.854918 -2.500993 -1.021643 -0.223 -0.075 0.186
S 1.753223 -2.632987 -1.719849 1.273 1.843 -0.481
C 2.611267 -1.163764 -2.219932 -0.163 -0.743 0.292
N 3.242718 -1.214804 -3.428192 -0.332 0.517 -0.445
C 3.715112 -0.130828 -4.089937 0.710 -0.606 0.846
C 3.767750 1.095085 -3.433861 -0.841 -1.262 -0.701
C 3.144511 1.130355 -2.190575 -0.086 -1.203 0.887
N 2.660038 0.023001 -1.563011 -0.255 0.244 -0.834
H 3.209318 -2.117190 -3.888376 0.010 0.038 -0.102
H 4.108650 -0.430811 -5.061812 0.002 0.791 0.108
H 4.139785 1.973896 -3.911123 0.180 0.324 -0.174
H 3.046208 2.070939 -1.651416 -0.005 -0.237 0.067
N -5.987856 3.026911 -3.095902 -2.309 0.013 -1.037
C -4.749355 2.846284 -2.599679 0.184 1.707 0.085
C -4.554813 2.973821 -1.199920 -0.131 -0.792 -0.756
C -3.296803 2.882402 -0.695165 1.374 -1.847 0.675
C -2.232358 2.530533 -1.579252 -0.767 2.005 -0.464
C -2.395843 2.681980 -2.972879 0.991 -1.062 0.869
C -3.662844 2.841399 -3.487422 0.251 0.107 0.474
S -0.829167 1.961676 -0.767322 -0.957 1.774 2.278
O -1.458029 0.924009 0.135007 1.512 0.581 -1.003
O 0.101812 1.324455 -1.711680 0.388 -0.678 -0.521
N -0.073940 3.180702 0.002723 -1.037 -1.279 -1.109
C 0.744607 2.803402 1.003884 1.182 -1.417 1.918
S 1.847024 3.923746 1.873435 -1.140 -0.359 -1.024
C 2.266990 2.666813 2.957765 1.255 0.411 0.850
C 1.645288 1.516188 2.648976 0.695 -0.085 0.963
N 0.860107 1.558554 1.560041 -1.254 0.700 -2.650
H -6.860405 2.933736 -2.563111 1.109 0.143 -0.100
H -6.148120 3.373105 -4.046630 0.412 -0.540 0.702
H -5.441954 2.984998 -0.592578 -0.038 0.419 0.364
H -3.059760 2.786475 0.394255 -0.609 0.471 -1.036
H -1.524768 2.529441 -3.622507 -0.419 0.216 0.204
H -3.798247 3.001743 -4.547076 -0.156 -0.216 -0.054
H 3.052868 2.857768 3.709467 -0.847 -0.222 -0.393
H 1.693655 0.607117 3.246201 0.144 0.137 -0.341